Entry 1:
The following is a DFT calculation (ωB97M-V/def2-TZVPD) of C26H33N3O6S in the gas phase.

The energy relative to the best compared isomer or geometry (same formula, charge and spin) comes out at 0.0000 eV. Its maximum force is 0.98 eV Å⁻¹. As for the highest occupied orbital energy: -0.3143 Ha. Its SMILES is CCCCCCOc1ccc(N2C(=O)C[C@@H](N(CCc3ccc(S(N)(=O)=O)cc3)C(C)=O)C2=O)cc1. As for the calculated total energy: -2024.516632 Ha. For the frontier orbital gap, the calculation gives 8.9 eV.

```
! wB97M-V def2-TZVPD RIJCOSX def2/J DEFGRID3
* xyz 0 1
C -4.83041 -0.89964 2.50559
C -4.97601 -0.95165 0.99029
C -5.90640 0.14303 0.47338
C -5.99140 0.18019 -1.05311
C -4.73618 0.72564 -1.73823
C -4.45079 2.18645 -1.37482
O -3.77782 2.33319 -0.13523
C -2.46868 2.03316 -0.03576
C -1.95879 1.98871 1.26650
C -0.63081 1.70532 1.49921
C 0.22700 1.46593 0.42832
C -0.25736 1.55578 -0.86741
C -1.59312 1.82262 -1.09922
H -1.94060 1.85673 -2.11823
H 0.41240 1.43163 -1.70086
N 1.58379 1.12105 0.69304
C 2.66241 1.56379 -0.04728
O 2.59619 2.21541 -1.05664
C 3.92665 1.13232 0.67918
N 5.00307 0.59453 -0.13988
C 6.21757 0.57606 0.48548
O 6.32719 0.97304 1.62872
C 7.39938 0.06077 -0.29978
H 7.63336 0.74027 -1.11698
H 8.25216 0.02322 0.37285
H 7.21676 -0.93112 -0.70275
C 4.78077 0.13415 -1.49174
H 5.69215 0.30447 -2.06586
H 3.99591 0.74183 -1.94283
C 4.40329 -1.35982 -1.58582
C 2.97329 -1.62220 -1.20816
C 2.64815 -2.39632 -0.09903
C 1.32639 -2.57469 0.27676
C 0.32969 -1.98578 -0.47283
C 0.62626 -1.27593 -1.61821
C 1.94680 -1.08809 -1.98200
H 2.18602 -0.52723 -2.87360
H -0.19187 -0.88512 -2.20039
S -1.38666 -2.13081 0.01488
O -2.15953 -1.29335 -0.85879
O -1.71589 -3.51867 0.12272
N -1.49780 -1.47717 1.52818
H -0.93769 -1.94249 2.22214
H -1.36208 -0.47778 1.54929
H 1.06866 -3.16759 1.13979
H 3.43361 -2.87042 0.47293
H 4.55883 -1.67275 -2.62063
H 5.06963 -1.94522 -0.95027
C 3.43755 0.18077 1.77274
C 1.93601 0.24555 1.70920
O 1.15210 -0.36466 2.38930
H 3.78982 0.46426 2.76486
H 3.76678 -0.84290 1.59718
H 4.33429 2.04178 1.14925
H -0.25866 1.67084 2.51115
H -2.63217 2.17843 2.08685
H -3.88647 2.68474 -2.17176
H -5.38973 2.73051 -1.23490
H -4.87862 0.66605 -2.81953
H -3.87291 0.11016 -1.48000
H -6.17330 -0.83112 -1.42268
H -6.84445 0.79933 -1.34723
H -5.56422 1.11117 0.84111
H -6.90956 -0.02646 0.87520
H -3.99096 -0.85116 0.53768
H -5.36927 -1.92781 0.69804
H -4.14416 -1.67225 2.84223
H -4.43663 0.06603 2.81588
H -5.79291 -1.04866 2.99254
*
```

Atomic partial charges in e from the Mulliken method, atoms 1 to 8: atom 1 (C): -1.4301, atom 2 (C): 0.6902, atom 3 (C): -0.5895, atom 4 (C): -1.1012, atom 5 (C): 0.5551, atom 6 (C): -0.8746, atom 7 (O): -0.5307, atom 8 (C): 0.8373

---

Entry 2:
The following is a DFT calculation (ωB97M-V/def2-TZVPD) of 2 unconnected molecules or ions with the total composition C26H33NO2.

The energy relative to the best compared isomer or geometry (same formula, charge and spin) comes out at 0.4631 eV. Its maximum force is 2.42 eV Å⁻¹. As for the highest occupied orbital energy: -0.3454 Ha. Its SMILES is CCCCCCCCC1=CC(=O)c2cc(CCC)ccc2C1=O.c1ccncc1. As for the calculated total energy: -1215.740669 Ha. For the frontier orbital gap, the calculation gives 8.6 eV.

```
! wB97M-V def2-TZVPD RIJCOSX def2/J DEFGRID3
* xyz 0 1
C 2.68040 2.77893 -3.37886
C 1.22102 2.31123 -3.35327
C 1.06812 0.76052 -3.26325
C 0.10669 0.30179 -4.36807
C -0.33018 -1.16895 -4.24395
C -1.04134 -1.48789 -2.92557
C -2.50380 -1.00073 -2.85193
C -2.70764 0.29573 -2.06072
C -1.98353 0.33757 -0.73889
C -1.38462 1.43722 -0.29865
C -0.65298 1.35722 1.00112
O -0.61802 2.27261 1.80961
C 0.01135 0.03155 1.24512
C 1.22494 -0.07413 1.87284
C 1.78067 -1.31629 2.02517
C 3.15173 -1.47549 2.66853
C 4.19237 -1.56796 1.52062
C 4.21775 -0.30951 0.61206
C 1.14199 -2.45215 1.61051
C -0.07959 -2.34729 0.98417
C -0.61025 -1.10940 0.79891
C -1.91793 -0.92273 0.08289
O -2.84450 -1.71141 0.13941
H 3.12984 2.81736 -2.38655
H 3.27736 2.18409 -4.06975
H 2.69946 3.80761 -3.75223
H 0.69365 2.79765 -2.53006
H 0.73922 2.63841 -4.27717
H 2.05145 0.29391 -3.34024
H 0.66757 0.57375 -2.26494
H 0.63708 0.40952 -5.31667
H -0.78215 0.93558 -4.30661
H -0.91060 -1.50100 -5.10785
H 0.58640 -1.77251 -4.27102
H -1.06462 -2.57793 -2.83377
H -0.41019 -1.13384 -2.10804
H -3.13542 -1.79974 -2.46918
H -2.83983 -0.81343 -3.87671
H -2.43066 1.18673 -2.62714
H -3.77861 0.41089 -1.85521
H -1.38634 2.35544 -0.87450
H 1.69853 0.83436 2.22041
H 3.16227 -2.43683 3.18161
H 3.36300 -0.62398 3.31395
H 3.85854 -2.39315 0.88859
H 5.19592 -1.76905 1.89253
H 3.79126 -0.51521 -0.36876
H 5.25910 -0.03029 0.44127
H 3.71162 0.53697 1.07082
H 1.57521 -3.43081 1.76323
H -0.59522 -3.23773 0.65011
N -4.14707 0.24478 5.96099
C -4.29312 0.09524 4.64531
C -3.32180 0.44132 3.71810
C -2.13057 0.97698 4.18094
C -1.96127 1.14122 5.54642
C -2.99483 0.75971 6.38830
H -5.24114 -0.32466 4.32641
H -3.49641 0.29404 2.65954
H -1.34876 1.26036 3.48550
H -1.04766 1.55599 5.95057
H -2.90384 0.86780 7.46401
*
```

Atomic partial charges in e from the Mulliken method, atoms 1 to 8: atom 1 (C): -1.3615, atom 2 (C): -0.4686, atom 3 (C): 0.6068, atom 4 (C): -0.7209, atom 5 (C): -1.3189, atom 6 (C): -0.0640, atom 7 (C): -1.0206, atom 8 (C): -1.2520

---

Entry 3:
The following is a DFT calculation (ωB97M-V/def2-TZVPD) of 2 unconnected molecules or ions with the total composition C26H34BNO2S.

The energy relative to the best compared isomer or geometry (same formula, charge and spin) comes out at 2.8759 eV. Its maximum force is 4.47 eV Å⁻¹. As for the highest occupied orbital energy: -0.2158 Ha. As for the calculated total energy: -1639.302878 Ha. For the frontier orbital gap, the calculation gives 2.8 eV.

```
! wB97M-V def2-TZVPD RIJCOSX def2/J DEFGRID3
* xyz 0 1
C 3.86138 5.62371 -0.18835
C 3.11574 4.44178 0.29210
C 2.84375 4.18695 1.61857
C 2.11971 2.96001 1.81982
C 1.84141 2.30263 0.63848
B 1.17445 0.80998 0.44699
C -0.44471 1.12481 0.46213
C -1.03571 1.66403 1.60246
C -2.39893 1.95163 1.63655
C -3.19895 1.72142 0.48582
N -4.53698 2.00583 0.47425
C -5.40827 1.48848 -0.55068
C -5.20241 2.76057 1.50943
C -2.56192 1.22319 -0.68386
C -1.20506 0.91532 -0.68148
O 1.76162 0.38084 -0.79445
C 2.31543 -0.87711 -0.46714
C 1.21745 -1.88605 -0.64212
C 3.48702 -1.23035 -1.36425
C 2.66193 -0.74548 1.10909
C 2.67005 -2.06711 1.89052
C 3.99009 -0.01869 1.30045
O 1.59381 0.04659 1.58820
S 2.48769 3.17584 -0.71584
H 4.09361 6.24618 0.68539
H 4.80194 5.33250 -0.66887
H 3.27291 6.21639 -0.90016
H 3.16253 4.84596 2.42556
H 1.79996 2.62416 2.79970
H -0.42392 1.87832 2.48022
H -2.84523 2.33750 2.55386
H -4.92635 0.67626 -1.09400
H -6.33134 1.09510 -0.10933
H -5.69068 2.26297 -1.27629
H -4.49174 3.36855 2.07034
H -5.94800 3.42994 1.06002
H -5.73617 2.10551 2.21441
H -3.12528 1.10279 -1.60863
H -0.75224 0.52872 -1.59693
H 1.57545 -2.90092 -0.45595
H 0.41999 -1.63638 0.07236
H 0.78488 -1.85902 -1.65195
H 3.87129 -2.21959 -1.07363
H 3.13384 -1.28207 -2.40177
H 4.26994 -0.47067 -1.27199
H 3.42078 -2.74680 1.46094
H 2.94854 -1.86075 2.93306
H 1.68408 -2.55098 1.88798
H 4.81748 -0.69695 1.04566
H 4.04255 0.88297 0.67313
H 4.09525 0.26889 2.35423
C -1.17282 -3.27797 -0.44532
C -0.32530 -4.33468 -0.81039
C -0.43656 -5.25240 -1.84706
C -1.39769 -5.26890 -2.84868
C -2.60254 -4.58507 -2.87869
C -3.12299 -3.67871 -1.95945
C -2.44786 -3.01560 -0.93790
H -0.90149 -2.68937 0.43212
H 0.57156 -4.47490 -0.19652
H 0.37188 -5.99059 -1.93804
H -1.20249 -5.94744 -3.68827
H -3.25540 -4.82354 -3.72563
H -4.16827 -3.39244 -2.11803
H -2.98269 -2.20583 -0.43216
*
```

Atomic partial charges in e from the Mulliken method, atoms 1 to 8: atom 1 (C): -1.2066, atom 2 (C): 0.5690, atom 3 (C): -0.6617, atom 4 (C): -1.1120, atom 5 (C): 0.2874, atom 6 (B): 1.7532, atom 7 (C): -0.1430, atom 8 (C): -0.9565

---

Entry 4:
The following is a DFT calculation (ωB97M-V/def2-TZVPD) of a molecular structure, C26H34BeCl2F3KN6O17S2.

The energy relative to the best compared isomer or geometry (same formula, charge and spin) comes out at 0.6793 eV. Its maximum force is 2.62 eV Å⁻¹. As for the highest occupied orbital energy: -0.4608 Ha. As for the calculated total energy: -5248.919290 Ha. For the frontier orbital gap, the calculation gives 1.5 eV.

```
! wB97M-V def2-TZVPD RIJCOSX def2/J DEFGRID3
* xyz 2 1
N -2.48066 -3.77274 -7.84340
C -3.32597 -2.72805 -7.43770
N -4.60488 -2.88060 -7.65058
C -5.37773 -1.80582 -7.33348
C -6.77041 -1.85740 -7.56888
C -7.58054 -0.79463 -7.26585
C -7.04172 0.38021 -6.70604
C -5.69861 0.42966 -6.46248
C -4.83333 -0.63200 -6.78296
N -3.50513 -0.50316 -6.56694
C -2.76563 -1.52446 -6.89510
C -1.24622 -1.36883 -6.74268
C -0.96218 0.05483 -6.31189
O -0.66400 0.86848 -7.09335
Cl -1.14056 0.41637 -4.60413
H -3.00700 -4.63804 -7.77681
H -1.65954 -3.90530 -7.25810
H -7.17384 -2.75215 -8.01500
H -8.63843 -0.87766 -7.46040
H -7.66567 1.22475 -6.46054
H -5.26394 1.33969 -6.00530
H -0.80969 -2.06536 -6.01473
H -0.79417 -1.52941 -7.71852
Cl -3.64736 2.46092 -5.99191
C -2.00187 1.29773 -1.46778
C -1.39760 0.20832 -0.85041
C -2.07406 -0.49370 0.13377
C -3.35581 -0.09797 0.47306
C -3.97375 0.98103 -0.13402
C -3.28487 1.68625 -1.10660
N -4.08653 -0.83505 1.51526
O -3.50465 -1.73257 2.10827
O -5.21500 -0.48036 1.76409
H -1.46787 1.84922 -2.23017
H -0.39672 -0.09221 -1.13085
H -1.60315 -1.33362 0.62014
H -4.97055 1.28206 0.15208
H -3.74882 2.53912 -1.58189
C -0.61095 -2.26494 4.26807
C 0.86892 -2.40546 4.53413
O 1.38115 -2.72262 3.24921
C 0.55617 -2.15485 2.34141
O 0.81336 -1.98974 1.19947
O -0.63273 -1.77192 2.91963
F 1.11827 -3.43394 5.37821
H -1.13546 -3.21799 4.32149
H -1.09394 -1.56303 4.95023
H 1.35594 -1.49890 4.89980
C 3.96228 2.16543 2.67691
C 4.42119 0.75024 2.40981
O 3.68610 0.00722 3.40661
C 2.61686 0.71815 3.73356
O 1.70499 0.29784 4.41182
O 2.64401 1.94356 3.22588
H 3.91257 2.77896 1.78310
H 4.57102 2.67491 3.42285
H 4.13054 0.38866 1.42333
H 5.49212 0.61956 2.53639
K -0.77085 0.34537 4.25042
N -4.41964 -5.15404 -4.27868
H -5.11417 -4.53910 -3.84704
H -4.04025 -4.69854 -5.12030
H -3.65086 -5.30973 -3.62267
H -4.85894 -6.04991 -4.52011
O 1.64891 -2.96756 8.18545
H 2.32706 -3.58277 8.48171
H 1.25295 -3.40590 7.42902
C 9.01086 -0.99867 5.67918
C 8.08409 -0.06916 6.43356
O 8.63413 1.24988 6.55917
C 8.57741 2.01010 5.47156
O 8.09544 1.69981 4.40815
O 9.15904 3.17102 5.74992
C 9.26103 4.07225 4.64376
H 9.99717 -1.00965 6.14304
H 8.60993 -2.01217 5.67377
H 9.13862 -0.67386 4.64747
H 7.95001 -0.42602 7.45247
H 7.09767 -0.01984 5.97079
H 8.29020 4.23776 4.18220
H 9.96735 3.68699 3.91058
H 9.63381 5.01095 5.04106
N -2.21506 6.26072 1.92661
S -0.79213 6.39211 2.63957
O 0.30810 6.51140 1.74606
O -0.63693 5.56432 3.78975
F -0.97857 7.82529 3.21483
S -2.42435 4.91396 1.12551
O -3.54571 4.97645 0.25646
O -2.23296 3.72075 1.88451
F -1.20739 4.90915 0.12117
Be -2.17993 -3.28009 -5.01897
*
```

Atomic partial charges in e from the Mulliken method, atoms 1 to 8: atom 1 (N): -0.4077, atom 2 (C): 0.4724, atom 3 (N): -0.5769, atom 4 (C): 0.2262, atom 5 (C): -0.3579, atom 6 (C): -0.5524, atom 7 (C): -0.9365, atom 8 (C): -0.4836